a) The following is a DFT calculation (ωB97M-V with the def2-TZVPD basis set) of a cluster of 2 separate species, C3H9IN3 in total.

Values from the calculation:
Total charge: +1

CARTESIAN COORDINATES (ANGSTROEM)
C -0.96100 -0.44749 1.67609
C -1.29336 0.97631 -1.94040
C -0.02991 0.63972 -1.59693
N 0.24764 -0.53145 1.35339
N 1.10709 -1.59801 1.30205
N 0.80977 1.17441 -0.53920
I 0.84312 -1.30163 -2.15094
H -1.66325 -1.10421 2.24319
H -1.33885 0.46478 1.42725
H -2.05368 0.41076 -2.44920
H -1.68724 1.99515 -1.47947
H 1.01558 -2.47165 1.87244
H 2.09276 -1.52818 1.01455
H 0.50715 0.26160 0.56465
H 1.77281 0.91175 -0.65058
H 0.63136 2.14813 -0.64689

***

b) The following is a DFT calculation (ωB97M-V with the def2-TZVPD basis set) of the ion C3H9IN3 with charge +1.

Values from the calculation:
Total charge: +1
SMILES string: [NH3+][C@@H]1CNN(I)C1

CARTESIAN COORDINATES (ANGSTROEM)
N 1.19990 -0.92001 0.79511
C 0.66547 -0.24767 -0.50006
C 0.46220 1.31854 -0.20298
N -1.00975 1.44269 0.08436
N -1.70601 0.41743 -0.65114
I -3.43531 -0.31811 0.27412
C -0.63668 -0.84547 -0.77581
H 0.50480 -0.43883 1.46960
H 2.16079 -0.56543 1.04939
H 0.97839 -1.96920 0.95364
H 1.40876 -0.32942 -1.25286
H 1.13102 1.63541 0.61135
H 0.77767 1.93759 -1.04073
H -1.18115 1.66542 1.12267
H -0.61416 -1.11258 -1.78280
H -0.70594 -1.67035 -0.15387

***

c) The following is a DFT calculation (ωB97M-V with the def2-TZVPD basis set) of the ion C3H9IN3 with charge +1.

Values from the calculation:
Total charge: +1
SMILES string: [H]/N=N/[C@H](I)[NH2+]CC

CARTESIAN COORDINATES (ANGSTROEM)
H -0.54642 -2.63557 4.23631
N -0.67125 -2.52730 3.21572
N -0.73245 -1.40692 2.76077
C -0.87585 -1.41297 1.02649
I -0.40574 -3.34594 0.26738
N -0.07343 -0.28021 0.49214
C -0.30584 0.11055 -1.00262
C 0.89113 0.91220 -1.41384
H -1.95794 -1.22383 0.95117
H -0.45126 0.53361 1.07993
H 0.94002 -0.14766 0.71882
H -0.43973 -0.76061 -1.72673
H -1.25960 0.55500 -1.10478
H 0.98092 1.71556 -0.54667
H 1.79864 0.28410 -1.38033
H 0.78130 1.41610 -2.38417

***

Most favorable first, least favorable last: c), a), b)

***

a) The following is a DFT calculation (ωB97M-V with the def2-TZVPD basis set) of an isolated molecule of C9H8N2O.

Values from the calculation:
Total charge: 0
SMILES string: Oc1ccccc1-c1cc[nH]n1

CARTESIAN COORDINATES (ANGSTROEM)
O 1.02400 -1.47090 1.08343
C 0.21142 -1.55550 -0.10348
C -0.10081 -2.67641 -0.87739
C -0.61441 -2.36108 -2.17065
C -1.03583 -1.10077 -2.55532
C -1.01048 -0.02976 -1.65407
C -0.32483 -0.22951 -0.42761
C 0.16352 0.88636 0.62018
C 0.81856 1.03305 1.90227
C 0.75927 2.42115 2.19989
N 0.10730 2.97852 1.20198
N -0.29656 2.14077 0.25976
H 1.21749 -2.37590 1.37060
H 0.40857 -3.65263 -0.40433
H -0.63469 -3.20870 -2.83737
H -1.62796 -1.01711 -3.50023
H -1.37799 0.94596 -1.92006
H 1.02076 0.16486 2.61907
H 1.06234 2.79591 3.09830
H -0.13409 3.95470 1.07146

***

b) The following is a DFT calculation (ωB97M-V with the def2-TZVPD basis set) of an isolated molecule of C9H8N2O.

Values from the calculation:
Total charge: 0
SMILES string: Oc1ccc(-n2ccnc2)cc1

CARTESIAN COORDINATES (ANGSTROEM)
O -1.70454 3.53109 0.38947
C -1.00174 2.35680 0.24062
C -0.56471 2.13211 -1.09759
C 0.04778 0.93484 -1.36942
C 0.29233 0.01839 -0.26685
N 0.69893 -1.28770 -0.39416
C -0.23730 -2.34635 -0.47687
C 0.55742 -3.46091 -0.17402
N 1.86171 -3.05719 0.32326
C 1.88493 -1.79838 0.06245
C 0.20756 0.48286 1.07052
C -0.58282 1.60244 1.35066
H -2.24571 3.54377 1.21902
H -0.75286 3.02766 -1.78998
H 0.16306 0.48804 -2.34665
H -1.32401 -2.23653 -0.74679
H 0.10556 -4.39839 -0.05178
H 2.87966 -1.16436 -0.07488
H 0.58264 -0.23348 1.76126
H -0.86789 1.86530 2.37174

***

Most favorable first, least favorable last: b), a)